[1]
69
Properties=species:S:1:pos:R:3:forces:R:3:nbo_charge:R:1 method="wB97M-V/def2-TZVPD" homo_energy_ev=-14.619 homo_lumo_gap_ha=0.058 charge=+2
Al 0.948 -5.737 2.752 0.04 0.75 0.23 0.98
C 0.991 -0.695 0.901 -1.56 -1.05 -1.89 0.76
F 0.332 0.381 0.406 0.98 -0.40 -0.73 -0.33
F 2.213 -0.877 0.299 -1.92 0.68 1.45 -0.30
F 0.983 -0.498 2.181 1.47 -0.07 1.38 -0.30
S -0.174 -2.218 0.624 0.28 -0.19 -1.75 2.23
O 0.331 -3.257 1.529 -0.62 0.73 0.00 -0.94
O -1.526 -1.656 0.863 2.15 -1.06 -0.22 -0.84
O 0.084 -2.666 -0.789 -0.88 1.16 1.80 -0.82
O 3.489 -1.308 -6.519 -2.54 -0.54 1.11 -0.35
C 2.464 -1.572 -5.895 1.25 0.16 -1.30 0.79
O 2.515 -2.247 -4.742 -0.43 0.26 1.49 -0.43
C 1.306 -1.973 -3.972 -1.23 0.47 0.04 -0.09
C 0.237 -1.837 -5.004 0.38 0.35 -1.14 -0.42
C 0.973 -1.198 -6.232 0.48 -0.42 0.24 -0.49
H 1.301 -1.068 -3.363 1.17 0.28 -0.15 0.19
H 0.902 -2.712 -3.281 1.40 -0.82 0.04 0.24
H -0.616 -1.270 -4.630 -0.05 -0.02 -0.23 0.23
H -0.029 -2.867 -5.242 -0.46 0.24 -0.48 0.23
H 1.004 -0.122 -6.401 -0.44 0.12 0.47 0.26
H 0.613 -1.632 -7.165 0.48 -0.09 -0.05 0.27
O -4.045 3.358 -1.203 1.05 -0.97 2.54 -0.44
C -3.862 2.820 -0.107 -0.71 1.17 -1.98 0.78
O -4.889 2.079 0.388 0.64 0.76 0.29 -0.43
C -4.382 1.177 1.341 1.26 -1.88 0.17 -0.09
C -2.979 1.599 1.798 0.33 1.57 -0.64 -0.44
C -2.578 2.748 0.802 -1.17 -0.58 -0.80 -0.51
H -4.180 0.246 0.812 -0.39 -0.36 -0.26 0.18
H -5.064 0.871 2.134 -0.36 0.79 -0.09 0.24
H -2.283 0.771 1.667 -0.12 0.05 0.53 0.24
H -2.989 2.031 2.798 0.15 -0.34 0.07 0.24
H -1.751 2.548 0.122 0.00 -0.45 0.05 0.24
H -2.294 3.704 1.241 -0.64 0.05 0.11 0.27
O -6.148 -2.336 -1.637 1.56 1.63 0.28 -0.37
C -5.211 -1.568 -1.756 -1.52 -1.95 0.33 0.78
O -4.023 -1.749 -1.117 -0.64 -0.35 0.58 -0.42
C -2.999 -1.121 -1.826 0.55 0.65 -1.91 -0.08
C -3.660 -0.685 -3.155 0.26 -0.26 -0.48 -0.43
C -5.122 -0.470 -2.804 0.27 -0.02 1.12 -0.48
H -2.257 -1.847 -2.159 0.26 -0.55 0.65 0.23
H -2.428 -0.378 -1.269 -0.51 0.21 0.31 0.20
H -3.620 -1.557 -3.808 0.34 0.25 -0.40 0.22
H -3.237 0.219 -3.593 0.14 -0.27 -0.17 0.25
H -5.950 -0.694 -3.477 0.47 0.63 -0.36 0.28
H -5.095 0.511 -2.331 -1.08 0.10 0.12 0.26
O 1.542 -3.392 4.800 -1.34 1.17 -0.01 -0.67
C 1.518 -2.180 5.065 0.45 -4.42 -0.53 0.81
O 2.607 -1.540 4.744 0.06 1.50 -0.17 -0.45
C 2.546 -0.254 5.326 0.36 2.09 1.38 -0.09
C 1.427 -0.265 6.388 -1.20 -0.47 0.10 -0.44
C 0.502 -1.398 5.850 1.82 -0.78 0.21 -0.52
H 2.368 0.552 4.614 0.15 -0.31 -0.46 0.18
H 3.504 -0.096 5.822 0.01 0.17 -0.26 0.21
H 0.799 0.596 6.619 0.48 0.61 -0.90 0.24
H 1.840 -0.442 7.381 0.03 -0.81 -0.13 0.24
H -0.263 -1.161 5.112 -0.32 0.47 0.50 0.24
H 0.194 -2.111 6.614 -0.62 0.34 -0.09 0.27
O 6.406 1.354 -0.803 -4.24 3.07 2.58 -0.39
C 5.554 2.135 -0.232 4.48 -0.47 -2.03 0.78
O 6.009 3.203 0.503 -0.87 -1.07 -0.70 -0.43
C 4.877 3.994 0.976 -0.06 -0.06 -0.10 -0.08
C 3.705 3.596 0.162 -0.56 -0.80 -0.79 -0.42
C 4.022 2.158 -0.251 0.86 0.09 0.03 -0.50
H 5.007 5.062 0.800 0.87 -0.17 0.67 0.23
H 4.603 3.689 1.986 0.90 0.46 0.34 0.19
H 3.604 4.163 -0.763 -0.11 0.25 0.21 0.22
H 2.831 3.711 0.804 -0.33 -0.15 -0.46 0.23
H 3.594 1.960 -1.234 0.15 -0.80 0.36 0.26
H 3.910 1.416 0.539 -1.07 -0.33 -0.14 0.25

[2]
57
Properties=species:S:1:pos:R:3:forces:R:3:lowdin_spin:R:1 method="wB97M-V/def2-TZVPD" homo_energy_ev="-13.201 / -14.570" homo_lumo_gap_ha="0.260 / 0.194" s2=2.033 charge=+2 multiplicity=3
Au -0.080 -0.351 0.224 0.26 0.16 -0.87 0.40
P -1.578 -0.582 -1.526 -0.87 0.04 0.03 0.09
C -0.841 -1.616 -2.860 0.00 -0.72 -0.07 0.03
C 0.673 -1.461 -2.986 0.36 -0.31 -0.46 0.01
N 1.334 -1.204 -1.857 -0.06 0.78 -0.10 0.08
C 2.623 -0.859 -1.874 0.12 -0.22 -0.72 0.00
C 3.366 -0.927 -3.070 -0.08 0.00 0.49 0.00
C 2.732 -1.340 -4.251 -0.18 -0.17 0.21 0.00
C 1.354 -1.611 -4.210 -0.32 0.31 0.41 0.00
C 3.203 -0.308 -0.572 0.11 0.12 -0.20 0.01
P 2.106 -0.587 0.877 0.24 -0.38 1.04 0.09
H 0.766 -1.909 -5.087 0.50 0.21 0.25 0.00
H 4.427 -0.662 -3.017 -0.40 -0.12 -0.31 0.00
H 3.296 -1.450 -5.196 -0.39 0.13 0.72 0.00
H 4.193 -0.742 -0.360 -0.27 0.14 -0.01 0.00
H 3.352 0.783 -0.678 -0.03 -0.38 0.01 0.00
H -1.066 -2.676 -2.615 0.03 0.49 -0.05 0.00
H -1.338 -1.397 -3.816 0.11 -0.04 0.24 0.00
H -0.451 -4.884 1.503 0.07 -0.09 -0.60 0.00
O -0.449 -4.862 0.526 -0.13 -0.58 0.31 0.00
H -0.575 -5.793 0.245 0.12 0.81 0.34 0.00
H 0.093 -2.925 4.027 0.40 -0.82 0.02 0.00
O 0.606 -3.717 3.765 -0.11 0.37 0.79 0.00
H 0.918 -4.124 4.606 -0.39 0.44 -0.81 0.00
C 2.565 -2.218 1.504 0.25 -0.03 0.01 0.03
H 3.648 -2.212 1.695 -0.25 -0.16 0.03 0.01
H 2.016 -2.485 2.420 0.17 0.11 -0.34 0.00
H 2.328 -2.959 0.729 0.07 0.12 0.21 0.00
C 2.458 0.647 2.157 0.66 -0.06 -0.01 0.00
H 1.895 0.386 3.065 0.18 0.01 -0.30 0.00
H 3.531 0.671 2.381 -0.20 0.14 0.13 0.00
H 2.121 1.629 1.808 0.17 -0.18 0.11 0.00
C -1.906 1.048 -2.253 -0.09 -0.11 -0.14 0.00
H -2.570 0.958 -3.121 0.14 0.05 0.11 0.00
H -2.397 1.666 -1.492 0.15 -0.06 -0.19 0.00
H -0.961 1.509 -2.555 -0.17 0.03 0.01 0.00
C -3.218 -1.205 -1.056 -0.16 -0.24 -0.45 0.01
H -3.638 -0.556 -0.271 0.24 -0.21 -0.29 0.00
H -3.885 -1.181 -1.931 0.07 -0.11 0.31 0.00
H -3.132 -2.233 -0.675 -0.07 0.32 -0.11 0.00
C -3.564 3.231 2.939 -0.18 -0.95 0.09 0.05
C -3.387 1.832 2.829 -0.53 0.88 0.50 0.06
C -2.299 1.308 2.148 0.56 0.04 -0.47 0.12
C -1.409 2.161 1.457 -0.14 1.17 0.01 0.03
C -0.367 1.720 0.599 -0.55 -1.39 0.79 0.40
C 0.451 2.608 -0.076 0.17 2.29 -0.36 0.13
C 0.251 4.009 0.052 1.05 -1.44 -0.79 0.09
C -0.754 4.490 0.871 -0.63 0.09 0.51 0.20
C -1.598 3.589 1.566 -0.10 -0.62 0.03 0.01
C -2.664 4.089 2.331 0.31 0.24 -0.20 0.13
H -4.404 3.636 3.498 0.13 -0.14 -0.09 0.00
H -4.109 1.157 3.296 0.29 0.28 -0.09 0.00
H -2.132 0.226 2.144 -0.06 0.36 -0.16 0.00
H 1.248 2.252 -0.737 -0.27 0.10 0.21 0.00
H 0.897 4.689 -0.506 -0.21 -0.13 0.21 0.00
H -0.926 5.566 0.992 0.12 -0.42 -0.10 0.01
H -2.751 5.171 2.396 -0.24 -0.15 0.15 0.00

[3]
65
Properties=species:S:1:pos:R:3:forces:R:3:nbo_charge:R:1 method="wB97M-V/def2-TZVPD" homo_energy_ev=-15.133 homo_lumo_gap_ha=0.267 charge=+2
Rh 0.123 0.102 0.019 -0.21 0.53 0.55 1.07
C -3.760 -0.766 -2.186 0.00 0.00 0.00 -0.60
C -3.193 -0.921 -0.770 0.00 0.02 -0.02 -0.25
C -4.267 -1.399 0.208 -0.01 -0.02 0.00 -0.61
C -2.031 -1.865 -0.792 0.03 -0.01 0.01 0.23
C -2.067 -3.220 -1.107 -0.01 -0.03 -0.02 -0.32
C -0.757 -3.654 -1.087 0.02 -0.02 0.00 0.07
N 0.032 -2.627 -0.771 0.05 0.11 0.00 -0.31
N -0.739 -1.531 -0.586 -0.21 -0.32 -0.10 -0.23
B 1.559 -2.484 -0.713 0.02 -0.03 -0.01 0.52
N 1.913 -1.310 -1.661 -0.01 0.00 0.02 -0.31
C 2.684 -1.291 -2.747 0.06 0.00 0.05 0.07
C 2.587 -0.050 -3.344 -0.07 -0.06 -0.08 -0.31
C 1.684 0.678 -2.578 0.09 0.05 0.06 0.23
N 1.305 -0.097 -1.537 0.16 -0.04 -0.29 -0.28
C 1.156 2.044 -2.902 0.02 0.02 0.01 -0.27
C -0.291 1.945 -3.395 -0.03 0.00 -0.01 -0.59
C 1.353 3.058 -1.778 -0.03 -0.02 0.06 -0.60
N 1.921 -2.005 0.703 -0.10 -0.03 0.01 -0.30
C 2.745 -2.459 1.646 0.03 0.03 0.01 0.06
C 2.882 -1.487 2.622 0.07 0.00 -0.05 -0.31
C 2.110 -0.409 2.201 0.06 0.05 -0.04 0.22
N 1.514 -0.771 1.046 0.11 -0.34 0.19 -0.24
C 2.084 0.989 2.745 -0.03 -0.03 -0.01 -0.27
C 1.296 1.129 4.047 -0.04 0.01 -0.01 -0.60
C 1.671 1.970 1.652 0.06 -0.03 -0.08 -0.57
H -4.574 -0.042 -2.186 0.00 0.00 0.00 0.23
H -4.159 -1.715 -2.546 0.00 0.00 0.00 0.23
H -3.000 -0.430 -2.893 0.00 0.00 0.01 0.21
H -2.829 0.058 -0.459 -0.01 -0.01 0.01 0.19
H -4.677 -2.357 -0.116 0.00 0.00 0.00 0.23
H -5.094 -0.689 0.235 0.00 0.00 0.01 0.23
H -3.878 -1.532 1.218 0.02 0.02 -0.01 0.22
H -2.941 -3.802 -1.342 0.00 0.00 0.00 0.26
H -0.329 -4.622 -1.290 -0.01 0.00 0.00 0.25
H 2.123 -3.487 -1.008 -0.01 0.00 -0.01 0.02
H 3.252 -2.165 -3.023 0.00 0.00 0.00 0.25
H 3.084 0.288 -4.236 -0.02 0.00 -0.01 0.26
H 1.758 2.379 -3.749 0.02 0.01 0.02 0.24
H -0.945 1.478 -2.655 -0.04 -0.02 0.08 0.18
H -0.354 1.339 -4.298 0.01 0.01 0.00 0.24
H -0.688 2.934 -3.621 0.01 0.00 0.00 0.24
H 0.775 2.803 -0.885 0.08 0.03 -0.08 0.17
H 1.023 4.044 -2.104 0.00 0.00 0.00 0.24
H 2.401 3.131 -1.490 0.01 0.00 -0.02 0.23
H 3.212 -3.425 1.541 -0.01 -0.01 0.02 0.26
H 3.518 -1.516 3.490 -0.01 -0.01 0.00 0.27
H 3.130 1.213 2.973 -0.01 0.01 0.03 0.25
H 0.232 0.941 3.906 0.01 0.00 0.00 0.20
H 1.417 2.135 4.448 0.00 0.00 0.00 0.23
H 1.661 0.426 4.795 0.00 0.00 0.00 0.24
H 0.651 1.750 1.270 -0.04 0.06 0.00 0.13
H 2.378 1.974 0.822 -0.01 -0.01 0.00 0.24
H 1.581 2.990 2.026 0.01 0.00 -0.01 0.26
Cl -1.550 0.267 1.984 0.17 -0.06 -0.26 0.12
C -2.317 1.792 1.451 -0.05 -0.01 0.03 -0.39
Cl -1.624 2.272 -0.114 -0.16 0.03 -0.10 0.05
H -2.114 2.569 2.179 0.01 -0.01 0.01 0.26
H -3.377 1.607 1.323 -0.01 0.01 0.03 0.26
Cl 0.589 -5.879 2.511 0.00 -0.01 0.01 0.08
C -0.426 -4.873 3.563 0.05 0.03 -0.02 -0.24
Cl -2.031 -5.573 3.733 -0.01 -0.01 0.00 0.12
Cl 0.342 -4.646 5.132 0.00 0.00 0.01 0.11
C -0.552 -3.561 2.913 -0.04 -0.05 -0.08 0.29
N -0.642 -2.559 2.364 -0.01 0.11 0.07 -0.36

| no. | energy (eV) |
| --- | --- |
| 1 | -74439.769 |
| 2 | -50103.923 |
| 3 | -98977.726 |